Record 1
{
  "formula": "C4H6N4",
  "method": "ωB97M-V with the def2-TZVPD basis set",
  "elements": ["N", "C", "N", "N", "C", "C", "C", "N", "H", "H", "H", "H", "H", "H"],
  "xyz": [[-1.40452, -1.75233, -0.89991], [-0.43804, -0.84884, -0.52299], [0.87261, -1.18625, -0.99871], [1.70282, -0.05924, -0.82487], [0.80796, 0.96423, -0.32729], [-0.52273, 0.51982, 0.01684], [-0.37823, 1.19396, 1.47753], [1.16527, 1.54265, 0.98916], [-0.63072, -2.54967, -1.33669], [-2.16076, -2.04132, -0.07500], [0.92840, -1.19820, -2.08452], [-0.97062, 2.06042, 1.45507], [-0.29104, 0.74935, 2.46698], [1.31960, 2.60542, 0.66440]],
  "forces_ev_per_angstrom": [[1.253, -3.355, 1.146], [-0.711, 1.797, 0.416], [-1.485, 3.688, -2.618], [-2.035, 3.325, 0.900], [2.875, -5.899, 2.471], [1.881, -3.391, -0.157], [2.871, 0.639, -3.198], [-1.469, 3.975, -1.895], [-4.023, 1.651, 1.898], [2.848, 0.613, -2.955], [-0.352, -1.195, 1.976], [-0.762, 1.161, 0.523], [-0.316, -0.701, -0.552], [-0.576, -2.307, 2.046]],
  "e_lumo_ha": 0.013,
  "smiles": "Nc1[nH]nc2c1CN2",
  "orbital_gap_ev": 8.236
}

Record 2
{
  "formula": "C4H6N4",
  "method": "ωB97M-V with the def2-TZVPD basis set",
  "elements": ["H", "N", "C", "N", "C", "N", "C", "C", "N", "H", "H", "H", "H", "H"],
  "xyz": [[-1.46083, 1.72909, -2.77198], [-0.66093, 1.21640, -2.27969], [-0.98603, 0.86848, -1.08978], [0.12412, 0.19993, -0.35124], [1.37431, -0.11038, -0.90784], [2.05756, -0.86855, -0.10764], [1.20307, -1.12364, 0.98315], [0.07371, -0.41976, 0.82723], [-1.09082, -0.41210, 1.63574], [-1.88823, 1.05655, -0.42415], [2.01110, 0.32187, -1.76453], [1.48022, -1.73800, 1.87283], [-1.29999, 0.42921, 2.10928], [-0.93727, -1.14910, 2.26861]],
  "forces_ev_per_angstrom": [[1.321, -0.925, 1.021], [-2.606, 0.545, 0.671], [2.288, -0.068, 0.385], [-1.025, 2.045, -3.618], [2.029, 0.639, -0.689], [-0.914, -0.703, 0.992], [1.695, -0.574, 0.667], [-1.452, -0.520, 1.823], [0.428, -0.510, -1.744], [1.003, -0.358, -1.186], [-2.314, -0.354, 1.099], [-0.140, 0.636, -1.096], [0.044, 0.981, 0.505], [-0.357, -0.833, 1.170]],
  "e_lumo_ha": 0.027,
  "smiles": "[H]/N=C/n1cncc1N",
  "orbital_gap_ev": 9.089
}

For reference, ΔE to the lowest compared entry with this formula, charge and spin by record: 718.7; 145.9 kJ/mol.